(1)
A 2-piece molecular cluster, C3H7ClS overall in a non-equilibrium geometry. Source: the Open Molecules 2025 dataset; level of theory: ωB97M-V with the def2-TZVPD basis set.

Calculated values
Total charge: 0
Gap between HOMO and LUMO in hartree: 0.3051
HOMO energy in eV: -8.75
Calculated total energy in eV: -26578.1558
Energy relative to the best compared isomer or geometry (same formula, charge and spin) in kJ/mol: 380.2

Cartesian coordinates (Å):
1 C 2.4009 -0.7915 0.0344
2 C -2.0543 -0.0604 0.2728
3 C 1.5690 0.4025 -0.2650
4 S -3.2609 1.3043 -0.0567
5 Cl 2.5189 1.7905 -0.0039
6 H 2.1538 -1.4808 -0.7945
7 H 3.3831 -0.6514 0.3379
8 H 2.0101 -1.1305 0.8963
9 H -1.2391 0.4938 0.6327
10 H -2.6107 -0.7142 1.0111
11 H -1.8817 -0.6429 -0.7082
12 H -2.9893 1.4807 -1.3569

***

(2)
C25H54AlF3O21S7 as an isolated structure in a non-equilibrium geometry. Source: the Open Molecules 2025 dataset; level of theory: ωB97M-V with the def2-TZVPD basis set.

Calculated values
Total charge: +2
Gap between HOMO and LUMO in hartree: 0.0404
HOMO energy in eV: -13.49
Calculated total energy in eV: -160363.3963

Cartesian coordinates (Å):
1 Al 13.0113 4.7129 26.8897
2 C 8.5896 10.9035 23.1383
3 F 8.0019 10.7495 24.3424
4 F 7.7284 11.1190 22.1194
5 F 9.4228 11.9750 23.2700
6 S 9.6047 9.2689 22.6635
7 O 10.4367 8.8896 23.8612
8 O 8.7010 8.1663 22.2283
9 O 10.4695 9.6957 21.5587
10 O 11.0568 11.0418 13.6391
11 S 10.9773 12.1027 14.6689
12 O 11.0599 13.4801 14.2647
13 O 9.6272 11.7938 15.5023
14 C 9.2312 12.7086 16.5395
15 C 8.3965 13.9169 16.0200
16 C 12.2167 11.6677 15.9545
17 H 9.9462 13.0937 17.2665
18 H 8.5459 12.1048 17.1343
19 H 7.8918 14.4466 16.8280
20 H 7.5393 13.5406 15.4618
21 H 8.9904 14.6467 15.4697
22 H 12.1521 12.4884 16.6689
23 H 13.2047 11.5554 15.5080
24 H 11.9788 10.7561 16.5026
25 O 6.8604 -0.1876 23.4876
26 S 7.2211 1.0937 22.9354
27 O 8.3669 1.8232 23.4823
28 O 7.5568 0.8662 21.3150
29 C 6.6720 -0.0021 20.6336
30 C 7.3394 -1.3928 20.5137
31 C 5.6908 2.0967 22.8100
32 H 6.4411 0.3489 19.6278
33 H 5.7350 -0.0928 21.1831
34 H 7.4417 -1.7554 21.5365
35 H 8.3630 -1.4752 20.1482
36 H 6.6525 -2.0126 19.9372
37 H 5.6373 2.4015 23.8551
38 H 4.8890 1.4186 22.5177
39 H 5.9093 2.9838 22.2154
40 O 10.4028 10.9244 31.4277
41 S 11.4822 11.2518 30.4943
42 O 12.1456 10.2660 29.6206
43 O 10.9578 12.4914 29.4892
44 C 9.8380 13.3377 29.8829
45 C 9.8002 14.6604 29.0730
46 C 12.7318 12.0979 31.4896
47 H 9.8157 13.6553 30.9254
48 H 8.9852 12.7048 29.6375
49 H 10.5913 15.3935 29.2307
50 H 8.8316 15.0974 29.3158
51 H 9.7387 14.3590 28.0273
52 H 13.2611 11.3600 32.0925
53 H 12.2059 12.8724 32.0479
54 H 13.5730 12.5013 30.9260
55 O 14.5518 3.9820 20.9593
56 S 14.7891 3.9223 19.5142
57 O 15.5919 4.9709 18.9577
58 O 15.5217 2.4671 19.2990
59 C 16.0744 2.1734 18.0732
60 C 16.6253 0.7741 18.1693
61 C 13.1407 3.7467 18.7249
62 H 16.8427 2.9018 17.8139
63 H 15.3976 2.1539 17.2191
64 H 17.4132 0.8250 18.9208
65 H 16.9731 0.3787 17.2149
66 H 15.7782 0.2295 18.5862
67 H 12.7562 4.7460 18.5204
68 H 12.4633 3.2493 19.4190
69 H 13.2318 3.0859 17.8628
70 O 4.5312 5.8978 28.2811
71 S 5.2825 7.1197 28.0066
72 O 6.7167 7.1299 27.7772
73 O 4.6855 7.8039 26.6281
74 C 3.3026 8.1402 26.6319
75 C 2.9500 8.3747 25.1499
76 C 4.7885 8.4836 29.2180
77 H 2.9442 8.9520 27.2649
78 H 2.7015 7.2774 26.9192
79 H 1.8986 8.4110 24.8645
80 H 3.2719 7.5976 24.4568
81 H 3.5143 9.2335 24.7866
82 H 4.7834 9.4324 28.6814
83 H 5.5505 8.4219 29.9950
84 H 3.8501 8.1449 29.6570
85 O 17.0320 9.7306 25.4332
86 S 17.4168 11.1675 25.3061
87 O 17.0210 12.1441 26.3429
88 O 19.0679 11.3502 25.1140
89 C 19.6762 12.6363 25.1506
90 C 21.0108 12.6839 25.7058
91 C 16.8004 11.8360 23.7345
92 H 19.1375 13.3072 25.8197
93 H 19.6193 13.1468 24.1893
94 H 21.7421 12.2952 24.9972
95 H 21.1931 12.0139 26.5461
96 H 21.3473 13.7103 25.8520
97 H 17.4227 11.4545 22.9250
98 H 16.7616 12.9068 23.9347
99 H 15.7960 11.4351 23.5990
100 C 4.3433 3.0371 15.2345
101 C 4.9166 3.9659 16.1281
102 C 4.3239 4.2591 17.3554
103 C 3.1105 3.5531 17.6122
104 C 2.6940 2.5633 16.7716
105 C 3.2665 2.3181 15.5425
106 H 4.8279 2.9130 14.2773
107 H 5.8273 4.5155 15.9408
108 H 4.7414 4.9499 18.0729
109 H 2.6006 3.8269 18.5240
110 H 1.8393 1.9342 16.9720
111 H 2.7839 1.6548 14.8399

***

(3)
A 7-piece molecular cluster, C30H59N6O6 overall in a non-equilibrium geometry. Source: the Open Molecules 2025 dataset; level of theory: ωB97M-V with the def2-TZVPD basis set.

Calculated values
Total charge: +1
Gap between HOMO and LUMO in hartree: 0.2635
HOMO energy in eV: -10.75
Calculated total energy in eV: -53276.2370
Energy relative to the best compared isomer or geometry (same formula, charge and spin) in kJ/mol: 895.3

Cartesian coordinates (Å):
1 C -0.5979 3.6728 0.8967
2 C -1.3023 3.3680 -0.5888
3 N -2.6596 3.0303 -0.5146
4 C -0.5296 3.4914 -2.0285
5 C 0.5719 2.3177 -2.3350
6 C 1.6464 1.6777 -1.2748
7 C 2.7048 0.5011 -1.8145
8 C 3.8135 -0.2511 -0.8518
9 C 3.6061 -1.9099 -0.8044
10 N 2.5161 -2.2877 0.1742
11 N 2.6801 0.0298 -3.2838
12 C 1.7130 0.5609 -4.3212
13 C 0.6036 1.7162 -3.8858
14 C -0.4318 2.2012 -5.0850
15 C -1.7157 1.1459 -5.0874
16 N -3.0719 1.8645 -5.1080
17 N -1.5455 0.3221 -6.3810
18 N -1.5399 0.2748 -3.8459
19 H -1.2659 4.5406 1.3715
20 H 0.4671 4.0986 0.6630
21 H -0.6122 2.6914 1.5338
22 H -3.0112 2.8906 -1.5059
23 H 0.0574 4.5237 -2.0151
24 H -1.3680 3.6047 -2.8607
25 H 1.6482 2.0456 -0.1539
26 H 3.8223 0.1168 0.2592
27 H 4.8631 -0.1029 -1.3988
28 H 3.4259 -2.3125 -1.9037
29 H 4.5968 -2.4629 -0.4339
30 H 2.9765 -2.8253 0.9687
31 H 1.8605 -3.0032 -0.2468
32 H 3.3570 -0.7141 -3.6010
33 H 1.7188 0.1555 -5.4210
34 H -0.8321 3.2935 -4.9543
35 H 0.0944 2.1698 -6.1557
36 H -3.5109 1.8506 -4.1389
37 H -3.7035 1.2086 -5.6596
38 H -0.5241 0.0312 -6.4021
39 H -2.1284 -0.5297 -6.2069
40 H -2.0602 0.6657 -3.0227
41 H -1.8254 -0.7181 -4.0427
42 C -4.3330 7.0133 2.2493
43 C -3.2960 6.2410 3.0202
44 O -2.1294 6.1792 2.6356
45 C -3.7417 5.5472 4.2795
46 H -3.8686 7.4608 1.3643
47 H -5.1309 6.3411 1.9237
48 H -4.7401 7.8132 2.8730
49 H -4.5132 4.8097 4.0444
50 H -4.1224 6.2818 4.9935
51 H -2.8881 5.0299 4.7303
52 C 3.6044 -6.6419 2.7101
53 C 4.0797 -5.9292 1.4723
54 O 4.0114 -4.7050 1.3745
55 C 4.6414 -6.7722 0.3589
56 H 3.2248 -5.9076 3.4285
57 H 2.7960 -7.3316 2.4545
58 H 4.4355 -7.1831 3.1693
59 H 3.8793 -7.4676 -0.0015
60 H 5.5187 -7.3191 0.7134
61 H 4.9441 -6.1235 -0.4700
62 C -6.2155 2.8328 6.6419
63 C -5.9581 4.2799 6.9669
64 O -5.8910 5.1310 6.0815
65 C -5.7859 4.6454 8.4170
66 H -6.3191 2.7172 5.5578
67 H -5.3756 2.2209 6.9804
68 H -7.1424 2.5042 7.1188
69 H -4.9268 4.1143 8.8345
70 H -6.6936 4.3975 8.9729
71 H -5.6066 5.7225 8.5009
72 C -6.4290 -0.6153 -2.8114
73 C -5.2960 -0.0069 -2.0290
74 O -4.8482 1.1031 -2.3122
75 C -4.7320 -0.8091 -0.8870
76 H -6.7345 0.0755 -3.6044
77 H -6.1029 -1.5522 -3.2700
78 H -7.2831 -0.7911 -2.1525
79 H -4.3303 -1.7546 -1.2598
80 H -5.5106 -0.9935 -0.1424
81 H -3.9207 -0.2459 -0.4137
82 C 4.3683 -3.0017 4.8829
83 C 5.5221 -3.8816 5.2837
84 O 5.3480 -5.0562 5.6044
85 C 6.8970 -3.2688 5.2771
86 H 3.4381 -3.5773 4.9343
87 H 4.2929 -2.1532 5.5675
88 H 4.5070 -2.6518 3.8568
89 H 6.9343 -2.4322 5.9792
90 H 7.1482 -2.9309 4.2685
91 H 7.6306 -4.0202 5.5879
92 C 5.1978 -3.5673 -5.9381
93 C 4.0997 -3.5190 -4.9096
94 O 3.8709 -2.4952 -4.2675
95 C 3.2926 -4.7717 -4.6969
96 H 5.6953 -2.5928 -5.9839
97 H 5.9354 -4.3239 -5.6588
98 H 4.7762 -3.7914 -6.9213
99 H 3.9453 -5.5819 -4.3623
100 H 2.7862 -5.0493 -5.6247
101 H 2.5365 -4.5896 -3.9258

***

(4)
C37H89Cl6F3N5O23P4 as an isolated structure in a non-equilibrium geometry. Source: the Open Molecules 2025 dataset; level of theory: ωB97M-V with the def2-TZVPD basis set.

Calculated values
Total charge: -1
Gap between HOMO and LUMO in hartree: 0.3113
HOMO energy in eV: -6.67
Calculated total energy in eV: -214810.1553

Cartesian coordinates (Å):
1 C -1.4512 0.3813 -0.3796
2 O -0.2938 -0.4521 -0.4989
3 O -2.4988 -0.1369 -1.0239
4 C -1.6482 0.7856 1.0845
5 F -0.6416 1.5923 1.5136
6 F -2.8118 1.4912 1.2660
7 F -1.7444 -0.2586 1.9423
8 C 1.0007 0.1396 -0.6001
9 C 2.0072 -0.9693 -0.2902
10 H 1.9404 -1.3305 0.7313
11 H 1.8904 -1.7304 -1.0600
12 H 2.9975 -0.5204 -0.4291
13 H 1.2047 0.9524 0.0967
14 H 1.0666 0.4900 -1.6347
15 H -1.1940 1.3242 -0.9117
16 C -0.1057 -1.6748 -3.4507
17 C -1.3805 -2.2346 -4.0167
18 O -1.4218 -2.9105 -5.0445
19 N -2.4793 -1.8350 -3.3559
20 C -3.7934 -2.2732 -3.7552
21 H -0.2414 -0.5877 -3.4156
22 H 0.7277 -1.7340 -4.1463
23 H 0.0184 -2.0576 -2.4409
24 H -2.3874 -1.3516 -2.4629
25 H -4.5639 -1.7143 -3.2196
26 H -3.9160 -3.3408 -3.5594
27 H -4.0146 -2.0488 -4.8002
28 C 2.2769 2.3554 -6.6552
29 C 2.1779 1.5140 -5.4056
30 O 1.1472 0.9736 -5.0428
31 N 3.3341 1.3404 -4.7140
32 C 3.4110 0.6249 -3.4429
33 H 1.3969 2.9939 -6.6997
34 H 2.2822 1.7161 -7.5386
35 H 3.1908 2.9479 -6.6963
36 H 4.1524 1.8565 -4.9873
37 H 3.4328 1.3013 -2.5857
38 H 4.3471 0.0729 -3.4284
39 H 2.5459 -0.0293 -3.3820
40 C 1.9041 3.1373 -2.5816
41 C 1.7995 3.4633 -1.1057
42 O 2.4957 2.9114 -0.2708
43 N 0.8998 4.4299 -0.8127
44 C 0.6633 5.0161 0.4860
45 H 1.5531 2.1210 -2.7611
46 H 2.9686 3.1010 -2.8266
47 H 1.4262 3.8570 -3.2410
48 H 0.6052 4.9843 -1.5997
49 H 1.4438 5.7760 0.6218
50 H 0.7649 4.3203 1.3141
51 H -0.2865 5.5444 0.5365
52 C -1.2919 -3.4482 1.4811
53 C -2.7606 -3.6222 1.1534
54 O -3.4362 -4.4483 1.7643
55 N -3.2934 -2.7956 0.2313
56 C -4.6984 -2.7516 -0.0869
57 H -0.8245 -4.4311 1.3840
58 H -1.0810 -3.1060 2.4903
59 H -0.8296 -2.8271 0.7077
60 H -2.7903 -1.9805 -0.0928
61 H -5.0367 -3.5936 -0.6956
62 H -4.8948 -1.8421 -0.6440
63 H -5.3218 -2.8115 0.8074
64 C -0.7718 4.3538 3.6893
65 C 0.1915 5.4468 4.1067
66 O -0.1544 6.6242 4.0554
67 N 1.4137 5.0355 4.4649
68 C 2.5080 5.9243 4.7783
69 H -1.4965 4.6778 2.9422
70 H -1.3710 4.0525 4.5527
71 H -0.3592 3.4367 3.2645
72 H 1.5418 4.0277 4.5282
73 H 2.0918 6.7668 5.3422
74 H 2.9317 6.3121 3.8536
75 H 3.1892 5.5215 5.5246
76 C 7.1572 -4.6212 -3.7541
77 O 7.5112 -3.2453 -3.8570
78 P 6.3899 -2.1286 -4.0480
79 O 6.8204 -0.7335 -3.9636
80 O 5.7048 -2.5392 -5.4291
81 C 4.8742 -1.6467 -6.1630
82 O 5.2314 -2.5445 -3.0338
83 C 5.4534 -2.3920 -1.6233
84 H 7.4708 -4.9879 -2.7710
85 H 7.7879 -5.2256 -4.4056
86 H 6.0936 -4.8047 -3.8701
87 H 3.8427 -1.9957 -6.1197
88 H 5.1807 -1.6830 -7.2092
89 H 4.9616 -0.6173 -5.8199
90 H 6.4224 -1.9263 -1.4565
91 H 5.4190 -3.3479 -1.0973
92 H 4.6205 -1.8341 -1.1982
93 C 1.1447 -0.3410 3.3428
94 O 1.9073 -0.2672 4.5668
95 P 2.7365 1.0701 4.7985
96 O 1.8961 2.2789 4.9190
97 O 3.6242 0.7210 6.0913
98 C 2.8817 0.5043 7.2931
99 O 3.7971 1.1531 3.6347
100 C 3.7494 2.0514 2.5306
101 H 1.2099 -1.3669 2.9808
102 H 1.3768 0.4707 2.6598
103 H 0.0870 -0.2926 3.6135
104 H 2.4996 1.4562 7.6667
105 H 3.5722 0.0760 8.0152
106 H 2.0145 -0.1519 7.2020
107 H 3.0239 2.8531 2.6977
108 H 3.4686 1.5393 1.6146
109 H 4.6904 2.5954 2.4576
110 C 5.2241 -2.6942 6.4277
111 O 4.8332 -3.8471 5.6801
112 P 4.0109 -3.7027 4.2996
113 O 3.9972 -4.9217 3.4972
114 O 2.6068 -3.1109 4.7405
115 C 1.6069 -3.8963 5.3553
116 O 4.7471 -2.4485 3.6448
117 C 4.7205 -2.1365 2.2581
118 H 5.1209 -2.8493 7.5006
119 H 4.6771 -1.8024 6.1193
120 H 6.2871 -2.5621 6.2090
121 H 0.8813 -3.2608 5.8569
122 H 2.0029 -4.6497 6.0405
123 H 1.0411 -4.4940 4.6341
124 H 3.9986 -2.7572 1.7290
125 H 5.7270 -2.1442 1.8400
126 H 4.4030 -1.0911 2.1855
127 C -7.9158 -3.4831 -1.8016
128 O -7.7047 -2.6126 -0.7020
129 P -7.8434 -1.0343 -0.8759
130 O -9.1340 -0.5434 -1.3859
131 O -7.4736 -0.4576 0.5735
132 C -8.2096 -0.7993 1.7366
133 O -6.5821 -0.6582 -1.7874
134 C -5.9736 0.6368 -1.7303
135 H -7.2721 -4.3444 -1.6188
136 H -7.6716 -3.0648 -2.7790
137 H -8.9425 -3.8504 -1.8606
138 H -7.5213 -1.0146 2.5553
139 H -8.8605 -1.6448 1.5100
140 H -8.8316 0.0061 2.1361
141 H -5.9891 1.0924 -2.7198
142 H -4.9596 0.5748 -1.3330
143 H -6.5490 1.3213 -1.1023
144 Cl -4.9730 3.6790 -2.1030
145 C -3.7057 3.1358 -0.9547
146 C -2.5374 4.0673 -0.8146
147 Cl -3.0872 5.7694 -0.5740
148 H -3.4337 2.1614 -1.3637
149 H -4.2812 2.9826 -0.0467
150 H -1.9801 4.0638 -1.7530
151 H -1.8367 3.7930 -0.0309
152 Cl -1.1191 3.2681 -4.6874
153 C -1.2562 1.6532 -3.9467
154 C -2.6551 1.1062 -3.9804
155 Cl -3.1650 0.6908 -5.6734
156 H -0.9110 1.7603 -2.9154
157 H -0.4700 1.0802 -4.4375
158 H -3.3253 1.8473 -3.5497
159 H -2.7517 0.1275 -3.5241
160 Cl -3.9007 -1.7909 3.8793
161 C -4.7444 -1.3574 2.3735
162 C -5.5309 -0.0567 2.4457
163 Cl -6.8665 -0.1669 3.6187
164 H -5.3780 -2.1987 2.1037
165 H -3.9800 -1.2598 1.6040
166 H -5.9297 0.2220 1.4737
167 H -4.9088 0.7440 2.8370

***

(5)
A 2-piece molecular cluster, C4H14N2O2 overall in a non-equilibrium geometry. Source: the Open Molecules 2025 dataset; level of theory: ωB97M-V with the def2-TZVPD basis set.

Calculated values
Total charge: 0
Gap between HOMO and LUMO in hartree: 0.3631
SMILES string: C[C@H](CN)NCO.O
HOMO energy in eV: -8.97
Calculated total energy in eV: -11449.5446
Energy relative to the best compared isomer or geometry (same formula, charge and spin) in kJ/mol: 110.5

Cartesian coordinates (Å):
1 C -1.6271 -1.2299 0.6245
2 N -0.7468 -1.9478 1.5406
3 C -0.9222 -0.2081 -0.2589
4 C -1.9248 0.3235 -1.2804
5 N -0.4316 0.9159 0.5522
6 C 0.9685 0.9304 0.8352
7 O 1.6825 1.5135 -0.2471
8 H -2.4130 -0.7240 1.1974
9 H -2.1316 -1.9808 0.0057
10 H 0.2259 -1.6835 1.4979
11 H -0.8567 -2.9418 1.5996
12 H -0.1094 -0.6754 -0.8131
13 H -2.4141 -0.5104 -1.7949
14 H -2.7040 0.9776 -0.8911
15 H -1.4154 0.8902 -2.0619
16 H -1.0776 1.2141 1.2629
17 H 1.4882 0.0093 0.9733
18 H 1.1134 1.5255 1.7409
19 H 1.1257 2.0294 -0.8353
20 H 4.8292 0.6862 -1.0041
21 H 3.3031 0.2312 -1.1002
22 O 4.0378 0.6549 -1.5432

***

(6)
A 2-piece molecular cluster, H4OS2 overall in a non-equilibrium geometry. Source: the Open Molecules 2025 dataset; level of theory: ωB97M-V with the def2-TZVPD basis set.

Calculated values
Total charge: 0
Gap between HOMO and LUMO in hartree: 0.3645
SMILES string: SS.O
HOMO energy in eV: -9.62
Calculated total energy in eV: -23782.5916
Energy relative to the best compared isomer or geometry (same formula, charge and spin) in kJ/mol: 18.0

Cartesian coordinates (Å):
1 O -1.1698 1.4575 6.9087
2 H -0.7647 0.8584 7.5760
3 H -1.3044 2.3068 7.3870
4 S 0.0000 0.0000 0.0000
5 S -0.4223 1.8426 0.9181
6 H -1.2292 -0.4818 -0.2818
7 H -0.5720 1.4665 2.2060